A:
An isolated molecule of C4H9N, computed with ωB97M-V/def2-TZVPD.

Summary:
SMILES = C/C=C/NC
Frontier orbital gap = 8.58 eV
HOMO level = -7.381 eV

Structure (ORCA input):
```
! wB97M-V def2-TZVPD RIJCOSX def2/J DEFGRID3
* xyz 0 1
C 0.264 1.765 1.706
C 0.598 1.076 0.442
C -0.159 0.171 -0.207
N 0.357 -0.945 -0.872
C -0.614 -1.969 -1.351
H 0.771 2.719 1.833
H -0.808 2.030 1.735
H 0.417 1.163 2.614
H 1.577 1.195 -0.055
H -1.152 0.120 0.245
H 1.147 -0.770 -1.458
H -0.230 -2.918 -0.990
H -1.634 -1.645 -1.198
H -0.533 -1.990 -2.444
*
```

***

B:
An isolated molecule of C4H9N, computed with ωB97M-V/def2-TZVPD.

Summary:
SMILES = C=C[C@H](C)N
Frontier orbital gap = 10.29 eV
HOMO level = -9.134 eV

Structure (ORCA input):
```
! wB97M-V def2-TZVPD RIJCOSX def2/J DEFGRID3
* xyz 0 1
C -0.681 -1.940 0.804
C -0.583 -0.565 0.676
C 0.228 0.166 -0.370
C 1.483 0.893 0.102
N -0.561 1.172 -1.113
H -1.211 -2.491 1.673
H -0.362 -2.547 -0.048
H -0.822 0.025 1.566
H 0.559 -0.594 -1.024
H 1.306 1.418 1.054
H 2.416 0.042 0.016
H 1.660 1.690 -0.764
H -1.498 0.836 -1.278
H -0.803 2.099 -0.674
*
```

***

C:
An isolated molecule of C4H9N, computed with ωB97M-V/def2-TZVPD.

Summary:
SMILES = C=CCNC
Frontier orbital gap = 10.07 eV
HOMO level = -8.970 eV

Structure (ORCA input):
```
! wB97M-V def2-TZVPD RIJCOSX def2/J DEFGRID3
* xyz 0 1
C 0.258 -1.400 2.035
C 0.214 -1.453 0.693
C 0.506 -0.271 -0.214
N -0.660 0.230 -0.918
C -0.520 1.612 -1.386
H 0.777 -2.204 2.555
H 0.258 -0.477 2.625
H -0.281 -2.193 0.053
H 1.057 0.490 0.382
H 1.251 -0.591 -0.953
H -1.459 0.291 -0.293
H 0.334 1.704 -2.063
H -1.397 1.942 -1.939
H -0.338 2.319 -0.579
*
```

***

Which of them is least stable? Easy: C.

***

A:
An isolated molecule of C4H9N, computed with ωB97M-V/def2-TZVPD.

Summary:
SMILES = C/C=C/CN
Frontier orbital gap = 10.19 eV
HOMO level = -8.967 eV

Structure (ORCA input):
```
! wB97M-V def2-TZVPD RIJCOSX def2/J DEFGRID3
* xyz 0 1
C 1.013 -2.143 -0.786
C -0.065 -1.052 -0.472
C 0.232 0.163 0.031
C -0.810 1.220 0.230
N -0.561 2.159 1.387
H 1.704 -2.342 0.096
H 0.436 -3.046 -1.155
H 1.612 -2.072 -1.656
H -1.107 -1.367 -0.691
H 1.202 0.424 0.401
H -0.760 1.854 -0.642
H -1.864 0.729 0.520
H 0.249 2.655 1.156
H -1.282 2.818 1.581
*
```

***

B:
A 2-piece molecular cluster, C4H9N overall, computed with ωB97M-V/def2-TZVPD.

Summary:
SMILES = C=NC.C=C
Frontier orbital gap = 10.73 eV
HOMO level = -9.720 eV

Structure (ORCA input):
```
! wB97M-V def2-TZVPD RIJCOSX def2/J DEFGRID3
* xyz 0 1
C -2.738 0.309 0.002
N -2.989 -0.053 -1.179
C -1.960 -0.904 -1.766
H -3.506 0.805 0.580
H -1.783 -0.025 0.415
H -1.764 -1.817 -1.208
H -1.030 -0.340 -1.895
H -2.246 -1.187 -2.776
C 2.811 0.201 1.867
C 3.070 0.845 0.745
H 3.134 -0.827 1.931
H 2.435 0.706 2.747
H 3.663 0.385 -0.045
H 2.904 1.900 0.581
*
```

***

Which of them is least stable? Easy: B.

***

A:
An isolated molecule of C4H9N, computed with ωB97M-V/def2-TZVPD.

Summary:
SMILES = CC[C@@H]1CN1
Frontier orbital gap = 10.96 eV
HOMO level = -9.760 eV

Structure (ORCA input):
```
! wB97M-V def2-TZVPD RIJCOSX def2/J DEFGRID3
* xyz 0 1
C 1.160 -1.688 0.166
C 0.562 -0.482 0.915
C -0.633 0.055 0.089
C -0.524 0.825 -1.148
N -0.763 1.543 0.051
H 0.766 -2.723 0.563
H 2.433 -1.648 0.323
H 1.105 -1.553 -0.936
H 0.253 -0.654 1.949
H 1.315 0.389 1.029
H -1.493 -0.573 0.031
H -1.189 0.700 -1.988
H 0.492 1.163 -1.534
H -1.727 1.835 0.073
*
```

***

B:
An isolated molecule of C4H9N, computed with ωB97M-V/def2-TZVPD.

Summary:
SMILES = C=NCCC
Frontier orbital gap = 10.44 eV
HOMO level = -9.259 eV

Structure (ORCA input):
```
! wB97M-V def2-TZVPD RIJCOSX def2/J DEFGRID3
* xyz 0 1
C 2.094 0.156 0.204
N 1.548 -0.603 -0.648
C 0.166 -0.312 -1.079
C -0.738 0.507 -0.152
C -1.443 -0.330 0.896
H 2.979 -0.258 0.682
H 1.860 1.208 0.367
H 0.250 0.184 -2.053
H -0.294 -1.277 -1.295
H -0.072 1.247 0.290
H -1.419 1.088 -0.770
H -0.845 -1.178 1.229
H -1.682 0.277 1.773
H -2.405 -0.708 0.555
*
```

***

Which of them is least stable? Easy: A.

***

A:
An isolated molecule of C9H10N2O2, computed with ωB97M-V/def2-TZVPD.

Summary:
Frontier orbital gap (spin up / spin down) = 7.60 / 7.53 eV
HOMO level (spin up / spin down) = -8.297 / -8.611 eV

Structure (ORCA input):
```
! wB97M-V def2-TZVPD RIJCOSX def2/J DEFGRID3
* xyz 0 1
C -3.279 -0.870 0.283
C -2.756 0.394 0.740
C -2.560 -1.712 -0.514
C -1.515 0.784 0.410
C -1.204 -1.336 -0.755
C -0.735 -0.031 -0.375
C 3.001 0.017 0.198
C 2.610 1.393 -0.243
C 1.111 1.545 -0.284
N 0.542 0.308 -0.717
N 1.911 -0.700 0.533
O 4.136 -0.355 0.464
O 1.941 -2.031 0.388
H -4.320 -1.005 0.283
H -3.465 0.928 1.294
H -2.974 -2.562 -1.113
H -1.122 1.678 0.848
H -0.583 -1.943 -1.454
H 3.182 2.033 0.351
H 3.147 1.567 -1.320
H 0.760 1.816 0.693
H 0.628 2.483 -0.871
H 1.542 -2.403 1.160
*
```

***

B:
An isolated molecule of C9H10N2O2, computed with ωB97M-V/def2-TZVPD.

Summary:
SMILES = COC1=C(C)C=NC(=O)[C@]1(C)C#N
Frontier orbital gap = 8.97 eV
HOMO level = -9.537 eV

Structure (ORCA input):
```
! wB97M-V def2-TZVPD RIJCOSX def2/J DEFGRID3
* xyz 0 1
C 2.520 0.899 0.166
O 1.174 1.086 0.643
C 0.230 0.205 0.161
C 0.371 -1.098 -0.223
C 1.604 -2.001 -0.186
C -0.755 -1.785 -0.744
N -1.953 -1.522 -0.371
C -2.121 -0.457 0.488
O -2.820 -0.493 1.453
C -1.341 0.778 0.021
C -1.585 2.028 0.807
C -1.670 1.109 -1.323
N -1.969 1.422 -2.374
H 3.071 1.781 0.411
H 2.356 0.655 -0.905
H 2.885 -0.007 0.613
H 1.475 -2.788 -0.865
H 1.580 -2.388 0.881
H 2.504 -1.519 -0.454
H -0.552 -2.698 -1.207
H -0.669 2.456 0.984
H -1.983 1.680 1.700
H -2.349 2.656 0.326
*
```

***

Which of them is least stable? Easy: A.